{
  "formula": "C34H82FN2O14",
  "method": "ωB97M-V/def2-TZVPD",
  "elements": ["C", "C", "C", "O", "O", "C", "C", "C", "C", "C", "C", "C", "C", "N", "C", "C", "F", "C", "O", "N", "O", "H", "H", "H", "H", "H", "H", "H", "H", "H", "H", "H", "H", "H", "H", "H", "H", "H", "H", "H", "H", "H", "H", "C", "C", "O", "H", "H", "H", "H", "H", "H", "C", "C", "O", "H", "H", "H", "H", "H", "H", "C", "C", "O", "H", "H", "H", "H", "H", "H", "C", "C", "O", "H", "H", "H", "H", "H", "H", "C", "C", "O", "H", "H", "H", "H", "H", "H", "C", "C", "O", "H", "H", "H", "H", "H", "H", "C", "C", "O", "H", "H", "H", "H", "H", "H", "C", "C", "O", "H", "H", "H", "H", "H", "H", "C", "C", "O", "H", "H", "H", "H", "H", "H", "C", "C", "O", "H", "H", "H", "H", "H", "H"],
  "positions_angstrom": [[-0.176, 2.883, -3.647], [0.772, 1.809, -4.050], [0.618, 0.800, -5.332], [1.459, 1.025, -6.378], [-0.290, -0.349, -5.451], [-1.588, -0.116, -4.801], [-1.512, -0.556, -3.195], [-2.692, -1.597, -2.738], [-2.892, -1.705, -1.089], [-1.580, -1.230, -0.230], [-0.236, -2.147, -0.456], [-0.387, -3.516, 0.473], [0.487, -4.727, -0.238], [1.624, -5.022, 0.485], [1.683, -4.062, 1.684], [0.188, -3.468, 2.007], [-0.471, -4.531, 2.807], [0.041, -2.060, 2.842], [1.156, -2.058, 3.840], [0.663, -1.581, 4.996], [0.656, -0.344, 4.892], [-0.914, 2.858, -2.737], [-0.138, 3.891, -4.267], [1.748, 1.691, -3.374], [-2.013, 0.968, -4.912], [-2.352, -0.892, -5.292], [-1.626, 0.410, -2.536], [-0.416, -0.946, -3.033], [-3.716, -1.136, -3.140], [-2.590, -2.679, -3.198], [-3.246, -2.796, -0.767], [-3.782, -0.981, -0.765], [-1.886, -1.315, 0.920], [-1.341, -0.074, -0.395], [-0.158, -2.548, -1.578], [0.750, -1.552, -0.159], [-1.486, -3.919, 0.429], [0.213, -5.301, -1.223], [2.375, -5.738, 0.341], [2.365, -4.383, 2.585], [2.303, -3.162, 1.218], [-1.020, -2.093, 3.385], [0.103, -1.088, 2.158], [1.372, 7.374, -2.409], [0.506, 6.250, -1.881], [1.137, 5.000, -2.116], [1.551, 7.251, -3.482], [0.898, 8.345, -2.239], [2.352, 7.371, -1.920], [-0.464, 6.243, -2.387], [0.333, 6.359, -0.806], [1.993, 5.012, -1.656], [1.234, -4.490, 6.725], [1.167, -5.852, 7.386], [1.024, -5.702, 8.791], [2.076, -3.912, 7.120], [1.349, -4.588, 5.642], [0.327, -3.914, 6.933], [2.085, -6.416, 7.195], [0.320, -6.431, 7.007], [0.202, -5.207, 8.951], [0.524, 3.674, -8.175], [-0.818, 3.994, -7.550], [-0.955, 5.397, -7.385], [1.339, 4.051, -7.549], [0.647, 2.596, -8.305], [0.622, 4.161, -9.151], [-0.904, 3.524, -6.565], [-1.639, 3.632, -8.177], [-0.887, 5.804, -8.266], [-4.907, -4.087, 1.896], [-4.162, -2.840, 2.325], [-4.688, -1.705, 1.654], [-4.825, -4.231, 0.814], [-4.511, -4.972, 2.402], [-5.974, -3.998, 2.125], [-3.100, -2.924, 2.075], [-4.250, -2.682, 3.404], [-5.629, -1.635, 1.889], [-2.243, -7.950, 8.610], [-3.317, -7.067, 8.009], [-2.795, -6.356, 6.898], [-1.385, -7.349, 8.930], [-2.628, -8.503, 9.471], [-1.871, -8.666, 7.869], [-3.670, -6.339, 8.746], [-4.172, -7.663, 7.675], [-2.492, -7.011, 6.246], [4.149, 0.210, 3.673], [3.964, 1.696, 3.905], [2.729, 2.124, 3.352], [4.129, -0.017, 2.602], [5.099, -0.135, 4.089], [3.334, -0.358, 4.134], [4.768, 2.261, 3.424], [3.970, 1.930, 4.974], [2.021, 1.622, 3.792], [-0.875, -8.964, 2.013], [-0.166, -8.573, 0.734], [-0.994, -7.715, -0.037], [-1.820, -9.471, 1.790], [-0.251, -9.629, 2.617], [-1.122, -8.077, 2.606], [0.059, -9.460, 0.134], [0.773, -8.054, 0.948], [-1.181, -6.927, 0.501], [6.155, 6.903, -1.163], [5.035, 6.226, -0.400], [4.370, 5.294, -1.239], [5.762, 7.420, -2.045], [6.675, 7.629, -0.530], [6.880, 6.166, -1.522], [4.302, 6.964, -0.061], [5.422, 5.697, 0.476], [5.028, 4.638, -1.528], [2.804, 7.223, 3.107], [3.589, 8.509, 3.266], [3.707, 9.163, 2.012], [3.298, 6.557, 2.392], [2.708, 6.704, 4.065], [1.803, 7.427, 2.714], [4.596, 8.300, 3.639], [3.095, 9.186, 3.970], [2.807, 9.353, 1.694], [-4.876, 4.715, -10.268], [-4.011, 5.785, -9.633], [-2.730, 5.799, -10.244], [-4.409, 3.731, -10.163], [-5.866, 4.688, -9.805], [-4.993, 4.899, -11.341], [-3.878, 5.585, -8.565], [-4.465, 6.774, -9.745], [-2.858, 5.986, -11.190]],
  "atomic_forces_ev_per_a": [[1.1, -0.7, -1.5], [-1.5, 0.1, 1.2], [5.0, 2.5, -6.0], [-5.4, -2.1, 6.5], [0.8, 3.9, 1.4], [-1.6, -1.4, 1.3], [0.1, 0.6, -0.1], [-0.7, 0.3, 0.1], [-0.2, 0.6, 0.0], [-0.3, 0.2, 0.8], [-0.2, -0.4, 0.0], [0.0, -1.4, -0.8], [2.2, -0.4, 2.0], [-4.3, 1.9, -0.4], [2.1, 2.6, 0.4], [0.5, -1.6, -0.8], [1.0, 2.1, -1.6], [-0.4, -0.5, -0.9], [-1.0, -1.9, -2.9], [0.0, 6.1, 0.5], [-0.5, -4.1, 1.4], [2.9, 0.6, -0.7], [-1.5, -2.6, 0.3], [-2.8, -1.1, -0.8], [1.1, -2.0, 0.0], [1.8, 1.9, 0.7], [0.3, -1.8, -1.3], [-2.2, 0.6, -0.2], [2.2, -1.2, 0.7], [0.0, 2.3, 0.8], [0.9, 2.3, -0.7], [2.0, -1.6, -0.6], [0.6, 0.2, -2.4], [-0.4, -2.7, 0.2], [-0.1, 1.2, 2.4], [-2.1, -1.4, -0.7], [1.9, 1.0, 0.2], [0.6, 1.2, 2.0], [-1.2, 0.8, -0.2], [-1.8, 0.0, -1.8], [-1.3, -1.5, 1.1], [2.4, 0.0, -1.1], [0.0, -2.2, 1.4], [0.0, 0.2, -0.1], [0.4, 0.1, 0.0], [0.1, -0.3, 0.1], [-0.1, 0.0, 0.1], [0.1, 0.0, 0.0], [-0.1, 0.0, 0.0], [0.1, -0.2, 0.0], [-0.1, 0.2, 0.0], [-0.2, 0.0, -0.3], [0.1, 0.2, -0.1], [-0.2, 0.2, 0.1], [-0.2, 0.0, 0.2], [0.0, -0.1, -0.1], [-0.1, 0.1, 0.0], [0.0, -0.1, -0.1], [-0.1, 0.0, 0.2], [0.0, 0.0, -0.2], [0.4, -0.3, -0.1], [0.2, -0.2, 0.0], [0.2, 0.2, -0.4], [-0.1, 0.3, 0.0], [-0.1, -0.1, 0.0], [0.1, 0.1, 0.0], [-0.1, -0.1, 0.0], [0.0, 0.2, 0.0], [0.0, -0.2, 0.0], [-0.1, -0.2, 0.4], [0.1, -0.3, 0.0], [-0.6, 0.0, 0.1], [-0.1, 0.3, 0.0], [0.0, 0.0, 0.1], [-0.1, 0.0, 0.0], [0.1, -0.1, 0.1], [0.0, 0.2, -0.1], [0.2, -0.2, 0.1], [0.5, 0.0, -0.1], [0.1, 0.0, 0.2], [0.1, -0.4, 0.0], [0.2, 0.2, -0.6], [-0.1, -0.1, 0.0], [0.1, 0.0, -0.1], [-0.1, 0.0, 0.1], [0.1, 0.0, -0.3], [-0.1, 0.0, 0.2], [-0.2, 0.3, 0.4], [0.2, -0.2, 0.0], [-0.2, -0.2, 0.1], [-0.4, 0.0, 0.0], [0.1, 0.1, 0.1], [-0.1, 0.0, 0.0], [0.1, 0.1, 0.1], [-0.3, 0.0, 0.0], [0.2, 0.0, 0.0], [0.4, 0.3, -0.2], [0.0, -0.2, 0.2], [-0.2, -0.1, 0.4], [0.0, 0.8, -0.3], [0.2, 0.0, 0.0], [-0.1, 0.1, 0.0], [0.1, 0.0, 0.0], [-0.1, 0.3, -0.1], [0.2, -0.1, 0.1], [-0.1, -0.6, -0.1], [0.1, 0.2, 0.0], [0.3, 0.1, -0.1], [-0.2, -0.6, -0.2], [0.0, 0.0, 0.2], [0.0, -0.1, -0.1], [0.0, 0.0, 0.1], [0.0, -0.2, -0.1], [0.0, 0.2, 0.1], [-0.4, 0.4, 0.1], [0.0, -0.2, 0.1], [-0.3, -0.1, -0.1], [-0.1, 0.2, -0.3], [0.0, 0.1, 0.1], [-0.1, 0.0, -0.1], [0.0, 0.0, 0.1], [-0.1, 0.2, -0.2], [0.1, -0.1, 0.2], [0.5, -0.1, 0.2], [-0.1, -0.2, 0.0], [-0.2, -0.1, -0.2], [0.4, 0.1, -0.3], [-0.1, 0.1, 0.1], [0.0, 0.0, -0.1], [-0.1, 0.1, 0.1], [0.2, 0.1, -0.2], [-0.1, 0.0, 0.1], [0.1, -0.1, 0.5]],
  "mulliken_charge": [-0.304, -0.157, 0.342, -0.553, -0.351, -0.393, 0.296, -0.794, -0.215, -0.300, -0.638, 0.159, -0.593, 0.013, -0.761, 1.105, -0.388, -0.778, -0.060, 0.080, -0.267, 0.176, 0.224, 0.280, 0.225, 0.355, -0.063, 0.075, 0.358, 0.252, -0.094, 0.308, 0.225, 0.298, 0.383, 0.168, 0.215, 0.387, 0.342, 0.394, 0.302, 0.471, 0.205, -0.831, -0.221, -0.374, 0.259, 0.360, 0.079, 0.299, 0.236, 0.184, -0.696, -0.225, -0.526, 0.294, 0.047, 0.349, 0.333, 0.125, 0.303, -1.042, 0.358, -0.571, 0.249, 0.280, 0.407, -0.160, 0.152, 0.306, -1.221, 0.359, -0.487, 0.288, 0.318, 0.410, -0.307, 0.352, 0.310, -0.870, -0.259, -0.450, 0.131, 0.351, 0.301, 0.276, 0.260, 0.252, -0.594, -0.299, -0.490, 0.210, 0.373, -0.020, 0.288, 0.255, 0.270, -0.969, -0.028, -0.496, 0.285, 0.353, 0.220, 0.326, 0.090, 0.248, -1.155, 0.081, -0.442, 0.290, 0.338, 0.349, 0.039, 0.280, 0.258, -0.809, -0.296, -0.507, 0.121, 0.327, 0.317, 0.278, 0.274, 0.295, -1.027, -0.211, -0.505, 0.270, 0.318, 0.323, 0.266, 0.309, 0.277],
  "charge": 1,
  "fmax_ha_per_bohr": 0.1690,
  "e_lumo_ev": -4.93,
  "energy_ev": -70926.1162,
  "orbital_gap_ha": 0.16647
}

{
  "formula": "C22H63N3O13",
  "method": "ωB97M-V/def2-TZVPD",
  "elements": ["C", "O", "C", "C", "C", "N", "H", "H", "H", "H", "H", "H", "H", "H", "H", "H", "H", "C", "O", "C", "C", "C", "N", "H", "H", "H", "H", "H", "H", "H", "H", "H", "H", "H", "C", "O", "C", "C", "C", "N", "H", "H", "H", "H", "H", "H", "H", "H", "H", "H", "H", "O", "C", "C", "O", "H", "H", "H", "H", "H", "H", "O", "C", "C", "O", "H", "H", "H", "H", "H", "H", "O", "C", "C", "O", "H", "H", "H", "H", "H", "H", "O", "C", "C", "O", "H", "H", "H", "H", "H", "H", "O", "C", "C", "O", "H", "H", "H", "H", "H", "H"],
  "positions_angstrom": [[8.680, -10.692, 11.928], [8.944, -9.368, 12.411], [8.055, -8.353, 11.907], [8.387, -6.939, 12.560], [8.257, -7.023, 14.068], [7.738, -5.837, 11.929], [9.310, -11.369, 12.506], [8.817, -10.811, 10.854], [7.706, -11.099, 12.200], [8.021, -8.219, 10.826], [7.034, -8.670, 12.123], [9.445, -6.799, 12.340], [7.422, -7.654, 14.371], [8.037, -6.087, 14.583], [9.200, -7.379, 14.481], [8.129, -5.059, 12.443], [8.139, -5.811, 11.003], [4.423, -11.786, 11.220], [5.094, -13.024, 11.353], [5.700, -13.371, 10.122], [5.792, -14.858, 10.013], [6.573, -15.514, 11.185], [6.458, -15.303, 8.812], [3.854, -11.785, 10.291], [5.210, -11.047, 11.066], [3.772, -11.502, 12.047], [5.190, -13.060, 9.210], [6.738, -13.042, 10.068], [4.800, -15.310, 10.021], [5.974, -15.296, 12.069], [7.590, -15.149, 11.326], [6.560, -16.599, 11.084], [7.374, -14.892, 8.703], [5.956, -14.895, 8.036], [3.658, -8.470, 9.056], [3.303, -8.064, 10.375], [4.459, -7.830, 11.188], [4.075, -6.856, 12.321], [3.754, -5.451, 11.765], [5.077, -6.760, 13.305], [2.764, -8.217, 8.485], [3.792, -9.552, 9.056], [4.548, -7.949, 8.704], [4.659, -8.850, 11.517], [5.304, -7.444, 10.617], [3.276, -7.276, 12.932], [3.467, -4.784, 12.578], [2.902, -5.575, 11.096], [4.598, -4.997, 11.246], [5.892, -6.340, 12.880], [5.363, -7.632, 13.725], [9.377, -5.526, 9.365], [8.835, -4.805, 8.278], [9.135, -5.608, 6.967], [10.551, -5.683, 6.811], [10.307, -5.294, 9.428], [7.772, -4.796, 8.517], [9.264, -3.803, 8.276], [8.562, -5.319, 6.086], [8.743, -6.599, 7.194], [10.926, -6.387, 7.345], [3.921, -11.823, 6.033], [3.371, -11.396, 4.779], [3.221, -9.815, 4.732], [2.529, -9.285, 5.892], [3.575, -11.240, 6.713], [3.952, -11.836, 3.968], [2.377, -11.843, 4.808], [2.655, -9.510, 3.851], [4.208, -9.353, 4.697], [2.104, -8.459, 5.648], [6.660, -11.004, 8.266], [7.318, -9.751, 8.332], [7.131, -9.133, 6.915], [8.076, -9.782, 6.026], [7.027, -11.444, 7.495], [6.838, -9.194, 9.136], [8.367, -9.742, 8.629], [7.358, -8.071, 7.005], [6.114, -9.201, 6.530], [7.536, -10.297, 5.423], [7.012, -11.751, 4.329], [7.609, -12.822, 5.057], [6.687, -14.036, 5.192], [5.742, -13.878, 6.259], [6.712, -12.121, 3.496], [8.486, -13.312, 4.635], [7.896, -12.397, 6.018], [7.315, -14.890, 5.445], [6.125, -14.180, 4.269], [5.050, -13.281, 5.964], [11.861, -7.970, 7.907], [10.919, -8.805, 8.577], [11.483, -9.412, 9.909], [12.559, -10.232, 9.687], [12.708, -8.400, 7.769], [10.095, -8.138, 8.832], [10.526, -9.548, 7.882], [10.710, -10.018, 10.382], [11.695, -8.617, 10.624], [13.082, -10.249, 10.492]],
  "atomic_forces_ev_per_a": [[-0.1, 0.1, 0.9], [-0.4, 0.3, -0.9], [-0.3, 0.7, 0.8], [1.4, -2.7, 0.0], [-0.3, 0.1, 0.5], [-1.0, 0.1, 0.0], [0.6, 0.2, -0.3], [0.1, 0.1, 0.0], [-0.7, 0.6, -0.1], [0.8, -0.2, -0.4], [-0.3, 0.1, 0.4], [0.5, -0.4, 0.2], [0.2, -0.3, 0.0], [0.1, 0.4, -0.4], [-0.3, -0.3, 0.1], [-0.3, 0.7, -0.3], [-0.1, 0.5, -0.4], [0.7, 0.3, -0.7], [-0.8, 0.1, -0.2], [0.6, -0.9, 0.2], [1.4, -1.9, 1.2], [-1.5, 0.4, 0.3], [-0.5, 0.2, -1.1], [-0.4, 0.0, 0.0], [-0.1, 0.6, 0.2], [0.3, -0.5, 0.2], [-0.3, 0.7, 0.2], [0.1, 0.7, 0.0], [-0.2, 0.1, 0.0], [0.4, 0.1, 0.4], [0.0, 0.1, -0.2], [0.2, 0.1, -0.2], [0.4, 0.1, 0.4], [-0.1, -0.2, -0.5], [-1.2, 0.1, 0.9], [0.7, 1.0, -0.6], [-1.7, -0.5, 0.2], [-0.4, -0.4, -0.4], [-0.6, -0.9, 0.4], [1.9, 0.8, 1.0], [0.3, -0.1, -0.5], [0.3, -0.2, -0.3], [0.0, 0.0, -0.2], [0.9, 0.1, 0.8], [0.1, 0.2, -0.2], [-1.0, 0.0, -0.9], [0.0, -0.1, 0.0], [0.1, 0.3, -0.2], [0.1, -0.2, -0.1], [0.4, 0.1, 0.1], [-0.2, -0.2, -0.1], [0.5, -0.3, 0.5], [-0.3, -0.6, -1.0], [0.2, -0.3, 2.0], [-0.8, 0.9, -0.9], [0.2, -0.1, 0.0], [-0.2, 0.4, -0.5], [-0.2, 0.1, -0.3], [0.6, 0.6, -0.2], [0.0, -0.3, 0.0], [0.0, -0.5, 0.0], [0.6, 0.3, -0.6], [-1.3, 1.3, 1.6], [0.0, -0.6, 0.0], [0.5, -1.1, -0.3], [-0.1, 0.1, 0.3], [0.1, 0.4, 0.0], [-0.3, 0.2, -0.7], [0.1, -0.3, -0.3], [0.2, -0.1, -0.1], [0.0, 0.0, -0.1], [0.6, -0.3, 0.8], [-1.5, 0.5, -1.2], [1.5, 0.4, 1.1], [-0.9, 0.6, 0.8], [-0.1, -0.3, -0.1], [-0.4, 0.2, -0.2], [0.3, -0.6, -0.4], [0.2, 0.1, -0.4], [-0.1, -0.3, 0.3], [0.1, -0.1, -0.6], [0.3, -0.4, 0.0], [-0.5, -1.1, 0.2], [-0.6, 1.1, 1.5], [0.6, -0.5, -0.5], [0.0, 0.2, -0.2], [0.6, 0.9, -0.7], [0.0, -0.3, 0.0], [-0.2, -0.2, -0.2], [0.3, -0.3, -0.4], [-0.3, 0.5, 0.2], [-0.2, 0.4, 0.2], [0.8, -0.1, 0.9], [-2.2, 0.8, -0.5], [1.7, -0.6, -0.6], [-0.1, -0.3, 0.1], [-0.1, 0.0, 0.2], [0.2, -0.3, 0.1], [-0.5, 0.2, -0.1], [0.2, 0.3, -0.1], [0.2, -0.2, -0.1]],
  "mulliken_charge": [-0.618, -0.499, 0.785, 0.066, -1.652, -0.391, 0.371, -0.058, 0.312, -0.499, -0.006, 0.590, 0.306, 0.429, 0.362, 0.252, 0.010, -0.477, -0.458, 0.184, 0.280, -1.493, -0.719, 0.276, 0.034, 0.460, 0.061, -0.028, 0.390, 0.344, 0.279, 0.420, 0.298, 0.251, -0.239, -0.472, 0.387, 0.167, -1.527, -0.670, 0.182, 0.075, 0.245, -0.196, 0.049, 0.495, 0.408, 0.388, 0.236, 0.249, 0.302, -0.443, -0.425, 0.039, -0.599, 0.260, 0.288, 0.338, 0.392, -0.315, 0.362, -0.497, -0.369, -0.471, -0.497, 0.232, 0.289, 0.293, 0.466, 0.207, 0.282, 0.291, 1.615, 0.009, -0.540, -0.257, -0.741, -0.602, 0.143, -0.163, 0.349, -0.634, -0.226, -0.445, -0.440, 0.378, 0.270, 0.103, 0.366, 0.250, 0.312, -0.593, 0.335, -0.142, -0.550, 0.329, -0.272, 0.223, 0.143, 0.370, 0.345],
  "charge": 0,
  "fmax_ha_per_bohr": 0.0588,
  "e_lumo_ev": 0.20,
  "smiles": "COC[C@H](C)N.COC[C@H](C)N.COC[C@H](C)N.OCCO.OCCO.OCCO.OCCO.OCCO",
  "relative_energy_ev": 2.1073,
  "energy_ev": -54918.0075,
  "orbital_gap_ha": 0.32033
}